106
Properties=species:S:1:pos:R:3 method="wB97M-V/def2-TZVPD" e_tot_ha=-3085.378226 e_above_lowest_kj_mol=215.3 total_charge=+1 lumo_energy_ev=-5.26 largest_force_ev_per_a=4.77
C 8.8400 -0.7905 1.2880
C 9.0022 -2.1215 0.4564
C 7.9858 -2.2166 -0.7505
C 8.2866 -1.2138 -1.9234
C 7.7891 0.2655 -1.6975
C 6.3508 0.3728 -1.0542
C 5.4527 1.5032 -1.7056
C 4.8732 2.5052 -0.6287
C 3.7347 1.8507 0.2329
C 2.3571 2.6329 0.1950
C 1.1585 1.6471 -0.0962
C -0.1270 1.9237 0.8058
C -1.3181 2.2410 -0.1600
C -2.7579 2.1092 0.5013
C -3.7946 1.4270 -0.4280
C -3.8931 -0.0461 -0.4855
C -3.0172 -1.0233 0.3205
F -2.7310 -2.1842 -0.3754
F -1.8123 -0.5425 0.7070
C -3.8781 -1.5190 1.5909
F -4.1572 -2.8477 1.4934
F -5.0555 -0.8130 1.6664
C -3.1464 -1.3225 2.9654
F -4.0329 -1.7431 3.9244
F -2.0525 -2.0776 3.1115
F -2.8844 -0.0291 3.2570
C -4.9351 -0.5302 -1.3551
C -5.2762 -2.0495 -1.5488
C -4.7204 -2.4586 -2.9750
C -3.5412 -3.5078 -2.9512
S -1.9735 -2.7603 -3.5313
O -0.8489 -3.3206 -2.8070
O -1.8049 -3.0368 -4.9404
O -1.9557 -1.1300 -3.3648
C -5.7659 0.3946 -2.1189
F -6.7202 -0.0887 -2.9033
N -5.5848 1.6832 -2.0449
N -4.6554 2.0995 -1.2264
C -4.5320 3.5945 -1.1983
C -3.2481 4.1048 -1.9713
O -2.6479 5.2281 -1.3114
H 7.7578 -0.5789 1.4335
H 9.3379 0.0267 0.7163
H 9.3541 -0.8775 2.2733
H 8.7965 -2.9712 1.1593
H 10.0525 -2.2712 0.1001
H 8.1329 -3.2477 -1.1727
H 6.9422 -2.1771 -0.3624
H 9.3998 -1.1663 -2.0469
H 7.8961 -1.6652 -2.8733
H 7.7322 0.7412 -2.7134
H 8.5795 0.8103 -1.1344
H 5.8422 -0.5949 -1.2703
H 6.4962 0.5192 0.0428
H 4.6440 0.9936 -2.2821
H 6.0873 2.0459 -2.4528
H 4.5408 3.4374 -1.1558
H 5.7480 2.7418 0.0333
H 4.0203 1.7194 1.3179
H 3.5774 0.8219 -0.1736
H 2.1978 3.2448 1.1208
H 2.4403 3.3877 -0.6319
H 1.4823 0.5766 -0.0333
H 0.8611 1.7950 -1.1688
H 0.1309 2.8102 1.4400
H -0.3458 1.0902 1.5105
H -1.2526 1.6562 -1.1160
H -1.2065 3.3173 -0.4546
H -3.0814 3.1004 0.8792
H -2.6284 1.4697 1.4113
H -4.9138 -2.6766 -0.7115
H -6.3916 -2.0867 -1.5883
H -4.4442 -1.5319 -3.5308
H -5.5461 -2.9240 -3.5685
H -3.7778 -4.3202 -3.6763
H -3.4209 -3.9698 -1.9489
H -1.8328 -0.9108 -2.4197
H -5.3997 4.0646 -1.7216
H -4.5917 3.9872 -0.1553
H -3.5969 4.4946 -2.9642
H -2.5182 3.2989 -2.2060
H -3.0383 6.0050 -1.7463
C 2.4669 -1.4200 -2.0988
O 3.5924 -1.2959 -1.2355
H 2.3062 -0.4650 -2.5979
H 2.6542 -2.1909 -2.8492
H 1.5761 -1.6783 -1.5183
H 3.7182 -2.1490 -0.8047
C -9.0055 -0.7364 1.9548
O -8.0958 0.3191 2.2464
H -10.0061 -0.4281 2.2497
H -8.9936 -0.9473 0.8811
H -8.7232 -1.6309 2.5124
H -7.2205 0.0237 1.9790
C 5.7415 1.2069 4.5200
O 5.0836 1.0043 3.2728
H 6.5566 1.9121 4.3715
H 5.0392 1.6162 5.2505
H 6.1461 0.2604 4.8864
H 4.3687 0.3776 3.4276
C -7.7027 -2.5316 5.0562
O -6.7947 -1.4770 5.3479
H -8.7035 -2.2238 5.3526
H -7.6912 -2.7420 3.9831
H -7.4202 -3.4282 5.6133
H -5.9183 -1.7715 5.0779

---

100
Properties=species:S:1:pos:R:3 method="wB97M-V/def2-TZVPD" e_tot_ha=-3005.657086 total_charge=+1 lumo_energy_ev=-2.96 largest_force_ev_per_a=2.66
N 2.4922 4.0228 0.4622
P 2.8831 2.6989 -0.5828
O 2.5794 3.2012 -2.1610
C 1.6389 1.3617 -0.0868
C 0.5048 1.1343 -1.1023
N 0.8131 0.0974 -2.1398
C -0.0926 -1.1036 -2.0980
C -0.2820 -1.7119 -0.6965
C -1.6772 -1.4096 -0.1067
S -2.9659 -2.2791 -1.0673
C -3.7842 -1.0095 -2.0277
S -3.7067 -1.1166 -3.6555
N -4.4902 0.0538 -1.4318
C -4.5244 0.0077 0.0155
C -5.2113 -0.9909 0.6807
C -5.2718 -1.0718 2.0417
C -4.6644 -0.1093 2.8282
C -4.0038 0.9022 2.1755
C -3.9158 0.9616 0.8000
C -4.0817 1.3462 -1.9624
C -4.9812 2.3244 -2.2663
C -4.5264 3.5480 -2.7359
C -3.1878 3.7675 -2.8994
C -2.2573 2.7748 -2.6135
C -2.7297 1.5804 -2.1518
C 2.2732 -0.2340 -2.1738
C 2.8617 -0.5553 -0.7891
O 2.3256 0.1962 0.3064
H 1.5259 3.8985 0.7822
H 2.5111 4.9057 -0.0456
H 1.7905 3.7716 -2.1116
H 1.1408 1.7379 0.8185
H 0.3719 2.0898 -1.6252
H -0.4517 0.9599 -0.6095
H 0.6367 0.5504 -3.0380
H 0.3492 -1.8786 -2.7338
H -1.0402 -0.8447 -2.5848
H -0.2361 -2.8015 -0.7981
H 0.4882 -1.4471 0.0388
H -1.8798 -0.3362 -0.0571
H -1.6880 -1.8129 0.9122
H -5.7025 -1.7546 0.0792
H -5.7947 -1.8871 2.5336
H -4.7044 -0.1262 3.9116
H -3.5358 1.6880 2.7669
H -3.3495 1.7923 0.3919
H -6.0499 2.1841 -2.1295
H -5.2460 4.3311 -2.9534
H -2.8403 4.7378 -3.2468
H -1.1996 2.9825 -2.7511
H -2.0263 0.7929 -1.8966
H 2.8006 0.5892 -2.6682
H 2.4139 -1.1096 -2.8140
H 3.9329 -0.3122 -0.8438
H 2.8209 -1.6379 -0.6318
C 3.7527 -2.8416 3.3202
C 2.3440 -2.9567 2.7694
O 1.5208 -1.9196 3.2949
H 3.7431 -2.9028 4.4089
H 4.3919 -3.6352 2.9290
H 4.1925 -1.8757 3.0578
H 1.9022 -3.9115 3.0506
H 2.3451 -2.8864 1.6740
H 1.9153 -1.0808 3.0343
C 5.0041 -4.6212 7.0162
C 5.0199 -5.6276 5.8803
O 6.2928 -5.6411 5.2402
H 5.2361 -3.6225 6.6428
H 4.0288 -4.5961 7.5056
H 5.7620 -4.8696 7.7624
H 4.2769 -5.3655 5.1274
H 4.7954 -6.6336 6.2494
H 6.9501 -5.8819 5.9003
C 2.2405 5.9707 -5.1456
C 2.5995 5.0660 -6.3092
O 3.7726 4.3109 -6.0209
H 3.0626 6.6513 -4.9232
H 1.3472 6.5585 -5.3645
H 2.0587 5.3795 -4.2427
H 2.8016 5.6528 -7.2034
H 1.7775 4.3754 -6.5290
H 3.5963 3.7824 -5.2364
C -1.1953 4.9430 1.8898
C -1.2893 4.0817 0.6469
O -0.3246 3.0130 0.6899
H -0.1946 5.3660 1.9867
H -1.9193 5.7574 1.8558
H -1.3811 4.3483 2.7876
H -1.0839 4.6718 -0.2452
H -2.2880 3.6481 0.5484
H -0.5153 2.4855 1.4739
C -1.6624 -6.7175 -0.4896
C -1.2646 -5.9720 0.7693
O -1.0986 -4.5756 0.5059
H -0.9075 -6.5850 -1.2661
H -1.7797 -7.7835 -0.2922
H -2.6043 -6.3306 -0.8865
H -0.3156 -6.3439 1.1524
H -2.0220 -6.0963 1.5484
H -1.9394 -4.2390 0.1780

---

115
Properties=species:S:1:pos:R:3 method="wB97M-V/def2-TZVPD" e_tot_ha=-5329.698141 e_above_lowest_kj_mol=270.1 lumo_energy_ev=-0.34 largest_force_ev_per_a=4.62
Ba -0.6038 -0.6961 0.3768
C 1.7099 2.1275 1.5659
P -0.1261 2.0411 1.5152
C -0.5008 1.9339 3.3116
C -0.5019 3.8171 1.2218
C -2.0162 4.1258 1.2077
P -2.6887 4.3681 -0.5039
C -2.9732 2.6084 -0.9697
C -4.4135 4.8285 -0.0275
H 2.0510 2.9185 2.2375
H 2.0829 2.3299 0.5586
H 2.1360 1.1764 1.8969
H -0.0005 2.7295 3.8695
H -0.1804 0.9668 3.7080
H -1.5784 2.0056 3.4471
H -0.0463 4.0852 0.2645
H 0.0086 4.3919 1.9995
H -2.2094 5.0572 1.7430
H -2.5868 3.3352 1.7093
H -3.5039 2.0525 -0.1937
H -2.0073 2.1331 -1.1568
H -3.5477 2.5690 -1.8975
H -4.8272 4.1370 0.7118
H -5.0467 4.8193 -0.9157
H -4.4167 5.8404 0.3799
S -3.4461 -1.2432 -1.0853
S -3.0450 -2.0189 -2.9429
S -1.8168 -3.6860 -2.7255
S 0.0032 -3.1547 -1.9568
N -3.6131 0.4432 2.8712
C -3.9748 -0.9142 2.4221
C -5.3165 -1.3614 3.0175
C -5.7378 -2.8301 2.9332
C -5.7969 -3.4439 1.5408
N -4.5024 -3.6468 0.9111
C -3.6241 -4.5463 1.3070
N -2.4923 -4.7050 0.6389
N -3.9107 -5.3894 2.3282
C -2.7678 -1.8174 2.7109
O -2.7858 -2.5965 3.6635
O -1.7891 -1.6632 1.8781
H -3.4624 0.4235 3.8765
H -4.3940 1.0717 2.7122
H -4.0570 -0.8677 1.3360
H -6.0837 -0.7462 2.5336
H -5.3150 -1.1065 4.0814
H -6.7412 -2.9071 3.3595
H -5.0641 -3.3982 3.5750
H -6.3673 -2.7953 0.8755
H -6.3190 -4.4038 1.5803
H -4.1863 -2.9569 0.2094
H -2.2531 -4.0913 -0.1410
H -1.7463 -5.2653 1.0094
H -4.5683 -5.0535 3.0115
H -3.1274 -5.8719 2.7341
C 7.9285 -0.4184 1.4176
C 7.2034 -0.2951 2.7542
S 5.5006 -0.8158 2.6549
O 4.8583 -0.0815 1.5903
O 4.9427 -0.7687 3.9815
C 5.6335 -2.5347 2.1182
C 4.4347 -3.4140 2.5154
N 3.1274 -2.7556 2.4498
C 2.5478 -2.3160 1.3098
N 1.4210 -1.6715 1.5630
C 1.2520 -1.6850 2.9125
C 2.2906 -2.3456 3.4851
N 2.4694 -2.5875 4.8804
O 1.7295 -1.9880 5.6266
O 3.3215 -3.3829 5.2436
C 3.1047 -2.5363 -0.0505
H 8.8766 0.1170 1.4517
H 7.3228 0.0166 0.6207
H 8.1421 -1.4587 1.1660
H 7.1218 0.7430 3.0824
H 7.6513 -0.8860 3.5549
H 6.5451 -2.9227 2.5740
H 5.7590 -2.4785 1.0373
H 4.5623 -3.7787 3.5213
H 4.4008 -4.2674 1.8424
H 0.3772 -1.2755 3.3992
H 3.6022 -3.5037 -0.1292
H 3.8211 -1.7458 -0.2889
H 2.2924 -2.5040 -0.7762
N 0.2708 0.2446 -1.8596
C -0.2870 0.2373 -2.8830
N -0.8333 0.2284 -4.0639
C -0.4949 -0.8091 -5.0447
C 0.1587 -0.1433 -6.2743
C -0.2009 1.3485 -6.3394
C -1.6661 1.5410 -5.9461
C -1.8535 1.2070 -4.4580
H -1.4154 -1.3248 -5.3136
H 0.1546 -1.5393 -4.5646
H -0.2037 -0.6441 -7.1747
H 1.2432 -0.2686 -6.2478
H -0.0129 1.7387 -7.3415
H 0.4277 1.9170 -5.6474
H -2.2890 0.8880 -6.5641
H -1.9902 2.5664 -6.1242
H -2.8446 0.7888 -4.2619
H -1.7180 2.0950 -3.8453
C 2.5202 5.4917 -4.0362
N 2.7102 4.1035 -3.6714
C 3.8593 3.3522 -3.8972
C 3.6442 2.1296 -3.3825
N 2.3746 2.1485 -2.8349
C 1.7850 3.3581 -3.0041
S 0.2502 3.8087 -2.5021
H 3.0176 5.6895 -4.9838
H 2.9221 6.1544 -3.2692
H 1.4539 5.6771 -4.1314
H 4.7133 3.7538 -4.4153
H 4.2821 1.2626 -3.3498
H 1.8691 1.3798 -2.4010

---

115
Properties=species:S:1:pos:R:3 method="wB97M-V/def2-TZVPD" e_tot_ha=-63063.902992 total_charge=+1 lumo_energy_ev=-2.84 largest_force_ev_per_a=6.83
C 6.4828 2.9505 3.2786
C 5.7102 3.4199 1.9101
C 4.5388 4.4829 2.3415
N 3.2570 3.7218 2.6002
C 2.5391 2.7603 1.6788
C 1.2589 2.2855 2.5859
N 1.3802 3.0342 3.8952
C 2.6168 3.9548 3.9560
H 7.4691 3.5655 3.4234
H 6.7821 1.8110 3.1187
H 5.7638 3.0026 4.2103
H 6.4127 3.9179 1.1041
H 5.2971 2.4242 1.4018
H 4.7913 5.1103 3.3183
H 4.3063 5.2939 1.5050
H 2.9167 2.4594 0.6133
H 0.4836 1.5077 2.1825
H 0.6570 2.8896 4.6353
H 2.9263 4.6440 4.8528
Br 0.0603 0.1503 0.1652
C 1.5151 -0.8739 -0.6338
C 2.0852 -1.8711 0.3479
Br 3.2430 -0.9955 1.6509
H 2.2518 -0.1520 -0.9971
H 1.0650 -1.3879 -1.4879
H 2.7285 -2.5922 -0.1642
H 1.3197 -2.4107 0.9127
Br -0.6411 -3.9473 -1.7525
C 0.9471 -4.8837 -2.3886
C 1.2580 -6.0827 -1.5232
Br 2.0894 -5.5435 0.1569
H 1.7577 -4.1506 -2.4229
H 0.7030 -5.1968 -3.4078
H 1.9940 -6.7291 -2.0096
H 0.3745 -6.6742 -1.2669
Br 0.4575 -1.9144 -6.3968
C 2.0456 -2.8508 -7.0329
C 2.3566 -4.0498 -6.1675
Br 3.1879 -3.5106 -4.4873
H 2.8562 -2.1178 -7.0672
H 1.8016 -3.1640 -8.0521
H 3.0926 -4.6963 -6.6539
H 1.4731 -4.6413 -5.9112
Br -5.6798 1.1970 -2.9383
C -4.5329 -0.0625 -1.9885
C -3.1335 0.4850 -1.8297
Br -2.1281 0.3457 -3.4954
H -4.5702 -1.0063 -2.5394
H -5.0070 -0.1979 -1.0122
H -2.5672 -0.1076 -1.1057
H -3.1100 1.5365 -1.5295
Br 2.8491 2.2321 8.9067
C 3.8483 1.0110 7.7602
C 4.4534 1.7389 6.5824
Br 3.1081 2.1222 5.2229
H 3.1613 0.2112 7.4703
H 4.6317 0.5966 8.4011
H 5.1942 1.1107 6.0797
H 4.9155 2.6928 6.8521
Br 6.4656 -5.0557 -5.3760
C 7.6844 -4.1720 -4.1361
C 7.8637 -4.9835 -2.8741
Br 6.3220 -4.8012 -1.6931
H 7.2851 -3.1702 -3.9554
H 8.6305 -4.0888 -4.6786
H 8.7121 -4.6111 -2.2931
H 7.9982 -6.0527 -3.0608
Br -2.8844 3.6919 -0.2502
C -4.8298 3.8289 -0.2742
C -5.3492 4.4585 0.9974
Br -5.3267 3.1857 2.4753
H -5.2186 2.8222 -0.4507
H -5.0596 4.4590 -1.1381
H -6.3986 4.7451 0.8854
H -4.7714 5.3301 1.3179
Br -2.9219 -1.1248 3.4815
C -1.4671 -2.1489 2.6825
C -0.8970 -3.1461 3.6642
Br 0.2608 -2.2705 4.9672
H -0.7304 -1.4271 2.3192
H -1.9173 -2.6630 1.8284
H -0.2538 -3.8672 3.1521
H -1.6625 -3.6857 4.2290
Br -2.9881 4.4932 5.5645
C -4.5534 4.2617 6.7047
C -4.5571 2.8992 7.3581
Br -5.1074 1.5146 6.0992
H -5.4326 4.4471 6.0816
H -4.4749 5.0504 7.4585
H -5.2952 2.8598 8.1641
H -3.5803 2.6034 7.7512
Br -3.3033 -1.3868 -7.3901
C -5.2487 -1.2498 -7.4141
C -5.7680 -0.6201 -6.1425
Br -5.7456 -1.8930 -4.6646
H -5.6375 -2.2565 -7.5907
H -5.4784 -0.6196 -8.2781
H -6.8175 -0.3336 -6.2545
H -5.1902 0.2514 -5.8220
Br -9.0708 -2.5092 2.5776
C -8.6347 -1.3658 1.0590
C -7.3200 -1.7677 0.4320
Br -5.8101 -1.1471 1.4997
H -8.6455 -0.3346 1.4223
H -9.4576 -1.5061 0.3523
H -7.1947 -1.2879 -0.5428
H -7.2064 -2.8494 0.3168
Br 1.8588 2.3983 -2.4489
C 1.8099 3.2018 -4.2254
C 1.4955 2.1700 -5.2836
Br 3.0560 1.0695 -5.6816
H 2.7712 3.7004 -4.3768
H 1.0188 3.9554 -4.1746
H 1.2402 2.6539 -6.2305
H 0.6884 1.4887 -4.9996